# C28H50F6N8O4P

7 unconnected molecules or ions with the total composition C28H50F6N8O4P in a non-equilibrium geometry (ωB97M-V with the def2-TZVPD basis set, the Open Molecules 2025 dataset).

Structure (XYZ):
```
97
C28H50F6N8O4P ωB97M-V with the def2-TZVPD basis set
C -7.52 -11.17 -23.46
C -7.91 -12.51 -22.87
N -7.20 -12.84 -21.63
C -7.62 -13.74 -20.69
C -6.72 -13.73 -19.68
N -5.73 -12.86 -20.05
C -6.03 -12.34 -21.23
C -4.71 -12.34 -19.13
H -7.62 -10.38 -22.70
H -8.31 -10.91 -24.16
H -6.53 -11.15 -23.89
H -7.81 -13.29 -23.62
H -8.96 -12.54 -22.60
H -8.56 -14.27 -20.74
H -6.79 -14.20 -18.72
H -5.54 -11.52 -21.73
H -3.73 -12.66 -19.48
H -4.81 -12.81 -18.15
H -4.72 -11.26 -19.12
C -6.96 -17.58 -24.21
C -7.01 -16.39 -23.25
N -7.42 -16.82 -21.89
C -8.70 -17.05 -21.44
C -8.58 -17.37 -20.13
N -7.25 -17.54 -19.87
C -6.57 -17.19 -20.96
C -6.67 -18.07 -18.65
H -6.22 -18.30 -23.87
H -6.64 -17.13 -25.15
H -7.93 -18.07 -24.28
H -7.69 -15.62 -23.61
H -5.98 -16.07 -23.10
H -9.58 -16.93 -22.05
H -9.38 -17.66 -19.48
H -5.49 -17.19 -20.98
H -5.86 -18.75 -18.88
H -7.43 -18.62 -18.09
H -6.38 -17.26 -17.98
C -8.02 -19.14 -27.30
C -8.44 -17.96 -28.16
N -9.86 -17.93 -28.40
C -10.84 -17.77 -27.45
C -12.03 -17.86 -28.08
N -11.75 -17.99 -29.43
C -10.44 -18.07 -29.59
C -12.73 -18.02 -30.49
H -8.79 -19.45 -26.59
H -7.10 -18.99 -26.73
H -7.95 -20.08 -27.86
H -7.90 -17.88 -29.11
H -8.09 -17.05 -27.67
H -10.57 -17.58 -26.43
H -13.04 -17.94 -27.73
H -9.95 -18.24 -30.53
H -12.29 -17.84 -31.46
H -13.41 -17.17 -30.39
H -13.30 -18.95 -30.49
C -14.72 -12.59 -27.76
C -14.74 -11.28 -26.99
N -13.36 -10.84 -26.74
C -12.43 -11.56 -26.05
C -11.30 -10.81 -26.00
N -11.60 -9.61 -26.60
C -12.83 -9.68 -27.09
C -10.71 -8.46 -26.70
H -14.19 -12.49 -28.71
H -15.71 -12.98 -28.01
H -14.17 -13.33 -27.18
H -15.24 -11.36 -26.03
H -15.25 -10.54 -27.62
H -12.52 -12.59 -25.75
H -10.32 -11.04 -25.62
H -13.31 -8.89 -27.65
H -10.35 -8.36 -27.72
H -9.89 -8.50 -26.00
H -11.29 -7.55 -26.51
C -11.41 -13.93 -28.99
C -11.62 -14.78 -30.24
O -10.58 -15.16 -30.84
O -12.80 -14.96 -30.60
H -10.42 -13.96 -28.51
H -12.09 -14.24 -28.19
H -11.68 -12.88 -29.18
C -10.67 -19.11 -23.15
C -10.70 -20.03 -21.90
O -10.72 -19.41 -20.80
O -10.67 -21.25 -22.10
H -9.72 -19.04 -23.69
H -11.02 -18.15 -22.79
H -11.49 -19.43 -23.79
P -10.70 -14.93 -24.51
F -9.27 -15.41 -25.13
F -11.14 -16.40 -24.11
F -10.00 -14.62 -23.05
F -12.05 -14.30 -23.90
F -10.26 -13.40 -24.98
F -11.36 -15.19 -25.95
```

Summary:
- HOMO level (eV) = -8.043
- lowest unoccupied orbital energy (eV) = -3.0
- ΔE to the lowest compared entry with this formula, charge and spin (eV) = 0.000
- electronic energy (a.u.) = -2776.3892
- charge = +1
- 2S+1 = 1
- molecular weight (u) = 707.72